Computed, not measured: a molecular structure, C30H50Br16F3O2PS in a non-equilibrium geometry, with ωB97M-V/def2-TZVPD.

```
! wB97M-V def2-TZVPD RIJCOSX def2/J DEFGRID3
* xyz 0 1
C 1.000 -0.168 2.878
C 1.157 0.898 1.642
C 0.041 0.635 0.424
C 1.217 2.475 2.085
C 0.338 2.860 3.414
C -1.287 2.766 3.228
C -2.128 3.585 2.312
P -1.334 4.877 1.148
S -1.591 4.186 -0.694
C -3.784 3.347 2.325
O -4.667 4.349 2.308
C -4.237 1.740 2.416
C -3.375 0.898 3.340
C -3.719 -0.711 3.450
C -3.867 -1.246 1.880
C -3.323 -2.776 1.650
F -3.610 -3.679 2.789
F -1.847 -2.654 1.354
F -3.948 -3.259 0.364
C -2.113 1.639 4.149
O -1.758 1.350 5.406
H 0.075 0.006 3.573
H 1.954 -0.282 3.556
H 0.830 -1.236 2.374
H 2.208 0.658 1.130
H -0.458 1.677 0.228
H -0.685 -0.191 0.827
H 0.622 0.207 -0.526
H 2.356 2.698 2.362
H 0.989 3.135 1.136
H 0.697 2.231 4.341
H 0.584 4.004 3.654
H -2.142 6.095 1.213
H 0.067 5.104 1.407
H -5.146 1.287 1.818
H -4.699 -0.867 4.072
H -2.835 -1.319 3.968
H -3.213 -0.547 1.170
H -4.989 -1.072 1.586
Br 4.613 2.864 3.052
C 5.806 2.740 1.515
C 5.409 3.719 0.434
Br 3.854 3.084 -0.557
H 5.793 1.698 1.183
H 6.799 2.980 1.906
H 6.203 3.813 -0.312
H 5.159 4.712 0.819
Br -1.532 -1.234 -2.942
C -2.458 -2.878 -2.448
C -2.216 -3.968 -3.466
Br -3.293 -3.689 -5.068
H -3.515 -2.625 -2.325
H -2.041 -3.158 -1.476
H -2.535 -4.939 -3.075
H -1.174 -4.036 -3.789
Br -5.241 -2.985 6.354
C -7.130 -3.128 5.893
C -7.376 -2.721 4.458
Br -7.340 -0.781 4.260
H -7.682 -2.523 6.617
H -7.380 -4.183 6.042
H -8.377 -3.021 4.138
H -6.638 -3.127 3.760
Br 7.887 0.342 4.103
C 7.001 0.734 5.795
C 6.527 -0.532 6.470
Br 4.905 -1.216 5.630
H 6.193 1.438 5.577
H 7.759 1.234 6.404
H 6.247 -0.334 7.509
H 7.264 -1.340 6.445
Br 0.383 6.285 -4.395
C 1.971 5.538 -3.545
C 2.188 4.101 -3.960
Br 0.964 2.904 -3.023
H 1.846 5.665 -2.467
H 2.799 6.166 -3.887
H 3.188 3.764 -3.675
H 2.043 3.931 -5.030
Br -3.615 0.796 -6.916
C -2.171 0.228 -8.097
C -1.152 -0.603 -7.353
Br 0.010 0.519 -6.259
H -1.751 1.132 -8.546
H -2.658 -0.366 -8.876
H -0.480 -1.108 -8.054
H -1.600 -1.345 -6.687
Br 3.153 0.111 -1.565
C 3.520 -1.508 -2.587
C 2.243 -2.240 -2.930
Br 1.551 -3.213 -1.388
H 4.218 -2.107 -1.996
H 4.023 -1.163 -3.495
H 2.429 -3.005 -3.689
H 1.444 -1.578 -3.275
Br 3.228 -5.494 -4.708
C 1.338 -5.638 -5.169
C 1.093 -5.230 -6.603
Br 1.128 -3.290 -6.801
H 0.786 -5.032 -4.445
H 1.088 -6.692 -5.020
H 0.091 -5.530 -6.924
H 1.830 -5.636 -7.302
*
```

Results
relative energy (zero: lowest compared OMol25 entry of this formula, charge and spin) = 987.4 kJ/mol
DFT total energy = -1184963.5328 eV
LUMO = -1.4 eV

=====

Computed, not measured: 10 unconnected molecules or ions with the total composition C30H50Cl10O15 in a non-equilibrium geometry, with ωB97M-V/def2-TZVPD.

```
! wB97M-V def2-TZVPD RIJCOSX def2/J DEFGRID3
* xyz -1 2
C 1.354 1.165 -2.357
C 1.226 0.253 -1.072
C 0.891 1.000 0.199
O -0.233 0.387 0.774
C -0.680 -0.534 -0.157
O -1.664 -1.261 -0.053
O 0.096 -0.566 -1.195
H 1.587 0.538 -3.218
H 2.110 1.940 -2.233
H 0.455 1.740 -2.577
H 2.085 -0.349 -0.777
H 0.672 2.056 0.045
H 1.616 0.791 0.986
C 3.372 2.621 5.579
C 2.560 3.397 4.612
C 3.159 4.730 4.195
O 3.424 4.582 2.816
C 3.065 3.354 2.450
O 3.091 2.954 1.290
O 2.596 2.651 3.480
H 4.233 2.232 5.035
H 2.872 1.739 5.979
H 3.750 3.179 6.435
H 1.542 3.473 4.992
H 4.024 4.930 4.828
H 2.360 5.421 4.465
C 0.690 0.304 4.544
C 1.481 -0.842 5.259
C 0.837 -1.505 6.455
O 0.988 -2.895 6.180
C 1.242 -3.057 4.897
O 1.237 -4.160 4.335
O 1.683 -1.925 4.325
H -0.285 -0.065 4.226
H 1.177 0.720 3.662
H 0.464 1.225 5.082
H 2.479 -0.482 5.513
H -0.215 -1.260 6.604
H 1.519 -1.181 7.241
C -4.772 0.105 -1.765
C -4.131 -0.746 -2.885
C -3.828 -2.155 -2.458
O -4.601 -2.918 -3.382
C -5.207 -2.102 -4.287
O -5.771 -2.452 -5.288
O -5.041 -0.841 -3.949
H -4.990 1.133 -2.056
H -4.205 0.069 -0.835
H -5.768 -0.309 -1.612
H -3.244 -0.206 -3.218
H -4.090 -2.160 -1.401
H -2.762 -2.348 -2.582
C -2.114 2.168 -5.316
C -1.807 0.910 -6.105
C -0.316 0.611 -6.361
O -0.219 -0.702 -5.988
C -1.232 -1.064 -5.227
O -1.370 -2.170 -4.656
O -2.180 -0.148 -5.221
H -1.448 2.974 -5.623
H -1.988 2.000 -4.246
H -3.130 2.500 -5.530
H -2.410 0.703 -6.989
H 0.371 1.186 -5.739
H -0.066 0.670 -7.420
Cl 0.242 4.586 -3.002
C -1.214 5.422 -2.282
C -2.416 4.454 -2.420
Cl -2.178 2.935 -1.673
H -1.511 6.343 -2.783
H -1.067 5.508 -1.205
H -2.823 4.331 -3.424
H -3.286 4.919 -1.957
Cl 6.585 2.067 1.862
C 5.672 0.640 2.263
C 5.008 -0.023 1.036
Cl 3.910 -1.316 1.590
H 4.918 0.883 3.012
H 6.406 0.005 2.760
H 5.705 -0.357 0.267
H 4.442 0.817 0.634
Cl 2.221 -2.316 -3.762
C 2.967 -3.508 -2.698
C 3.805 -2.815 -1.624
Cl 5.018 -1.677 -2.234
H 3.603 -4.070 -3.382
H 2.161 -4.134 -2.316
H 4.350 -3.456 -0.931
H 3.175 -2.193 -0.989
Cl -0.323 -5.435 -1.968
C -0.737 -3.929 -1.074
C -0.377 -4.092 0.395
Cl 1.377 -4.332 0.568
H -1.782 -3.776 -1.343
H -0.149 -3.126 -1.517
H -0.794 -5.016 0.796
H -0.728 -3.271 1.021
Cl -5.754 -2.282 4.769
C -5.587 -2.236 3.046
C -4.216 -1.670 2.651
Cl -2.820 -2.793 3.182
H -6.432 -1.695 2.620
H -5.676 -3.259 2.680
H -4.131 -0.697 3.135
H -4.107 -1.444 1.591
*
```

Results
<S²> = 0.750
DFT total energy = -187858.1728 eV
LUMO (alpha / beta) = 1.9 / 1.9 eV

=====

Computed, not measured: 15 unconnected molecules or ions with the total composition C30H50N15O3PS in a non-equilibrium geometry, with ωB97M-V/def2-TZVPD.

```
! wB97M-V def2-TZVPD RIJCOSX def2/J DEFGRID3
* xyz 0 1
C 2.295 -1.871 -0.390
P 4.096 -2.494 -0.507
C 5.104 -1.615 -1.870
O 4.910 -2.521 1.032
S 5.537 -0.992 1.462
O 4.721 0.174 0.779
O 7.158 -1.015 0.884
N 7.706 0.213 0.903
H 1.645 -2.437 -1.215
H 1.844 -2.132 0.673
H 2.188 -0.717 -0.659
H 6.139 -1.175 -1.518
H 5.363 -2.333 -2.787
H 4.481 -0.683 -2.268
H 7.138 0.907 1.436
H 7.780 0.481 -0.125
C -1.537 -2.454 1.708
C -0.925 -2.190 0.342
N -0.418 -1.970 -0.791
H -2.483 -2.991 1.595
H -0.854 -3.059 2.311
H -1.724 -1.508 2.223
C 11.495 2.221 -0.282
C 10.458 1.292 -0.892
N 9.598 0.522 -1.397
H 11.736 3.024 -0.984
H 11.106 2.661 0.641
H 12.407 1.663 -0.053
C -4.564 0.199 -0.132
C -4.318 -0.281 1.289
N -4.113 -0.678 2.468
H -3.688 0.740 -0.500
H -4.755 -0.657 -0.787
H -5.430 0.865 -0.156
C -3.674 4.187 -1.180
C -4.711 3.258 -1.790
N -5.571 2.488 -2.296
H -3.433 4.990 -1.883
H -4.063 4.627 -0.258
H -2.762 3.629 -0.951
C 10.306 3.196 4.062
C 11.177 4.020 3.127
N 11.899 4.703 2.351
H 9.349 2.975 3.582
H 10.808 2.255 4.305
H 10.122 3.751 4.986
C -5.387 7.540 -2.750
C -5.140 7.061 -1.328
N -4.936 6.663 -0.149
H -4.511 8.082 -3.117
H -5.577 6.685 -3.404
H -6.253 8.207 -2.773
C -3.680 10.217 -6.358
C -4.232 8.884 -5.879
N -4.689 7.779 -5.481
H -3.294 10.116 -7.376
H -4.471 10.973 -6.350
H -2.869 10.543 -5.700
C 3.410 -6.084 1.291
C 2.295 -5.365 2.034
N 1.370 -4.770 2.650
H 3.216 -6.061 0.215
H 4.367 -5.594 1.491
H 3.467 -7.125 1.620
C -7.496 5.265 2.808
C -6.955 4.020 2.124
N -6.506 2.987 1.557
H -7.675 5.061 3.867
H -6.775 6.082 2.720
H -8.437 5.568 2.340
C -9.684 6.003 -0.682
C -9.035 7.228 -1.305
N -8.497 8.245 -1.821
H -9.819 6.157 0.392
H -10.660 5.824 -1.142
H -9.050 5.125 -0.839
C -0.581 -8.861 1.815
C 0.290 -8.037 0.880
N 1.012 -7.353 0.105
H -1.538 -9.081 1.335
H -0.080 -9.802 2.059
H -0.765 -8.306 2.739
C -0.563 -5.278 5.366
C -1.114 -6.611 5.845
N -1.572 -7.716 6.243
H -0.177 -5.379 4.348
H -1.353 -4.523 5.374
H 0.248 -4.952 6.024
C 1.542 -11.612 -1.608
C 1.350 -11.645 -0.100
N 1.191 -11.674 1.150
H 0.572 -11.531 -2.105
H 2.157 -10.751 -1.886
H 2.038 -12.527 -1.941
C -2.534 -1.015 -3.482
C -2.291 0.485 -3.432
N -2.089 1.729 -3.391
H -1.709 -1.543 -2.997
H -3.467 -1.259 -2.965
H -2.607 -1.346 -4.522
*
```

Results
DFT total energy = -80520.3988 eV
LUMO = 0.3 eV

=====

Computed, not measured: a molecular structure, C30H51BrN4O5S3SiTi, with ωB97M-V/def2-TZVPD.

```
! wB97M-V def2-TZVPD RIJCOSX def2/J DEFGRID3
* xyz -2 1
Ti 0.596 2.745 -0.353
N -1.169 1.455 -0.510
C -2.233 2.003 -1.354
C -2.138 3.506 -1.355
O -3.051 4.226 -1.749
N -0.936 3.937 -0.919
C -0.735 5.366 -0.939
C 0.661 5.620 -0.429
O 1.105 6.724 -0.202
O 1.332 4.503 -0.260
H -1.024 0.465 -0.815
H -1.490 1.393 0.453
H -3.228 1.681 -1.047
H -2.068 1.648 -2.373
H -1.459 5.897 -0.316
H -0.828 5.777 -1.950
C 3.987 2.836 4.017
C 2.640 2.975 4.712
N 1.573 3.543 3.878
C 1.339 4.984 3.952
C 2.214 5.769 2.985
C 0.927 2.769 3.003
S -0.363 3.387 2.035
N 1.295 1.472 3.003
C 1.307 0.753 1.909
O 1.135 1.178 0.722
C 1.661 -0.688 2.051
C 1.485 -1.348 3.264
C 1.837 -2.681 3.382
C 2.392 -3.353 2.299
C 2.575 -2.692 1.093
C 2.195 -1.365 0.962
H 4.700 2.372 4.702
H 4.387 3.801 3.706
H 3.912 2.220 3.123
H 2.721 3.627 5.585
H 2.302 1.995 5.045
H 1.531 5.285 4.986
H 0.289 5.165 3.740
H 3.269 5.687 3.246
H 1.932 6.823 2.999
H 2.089 5.403 1.964
H 1.070 -0.801 4.101
H 1.682 -3.200 4.321
H 2.672 -4.395 2.395
H 2.997 -3.214 0.243
H 2.308 -0.834 0.027
C -2.982 -4.423 -0.201
C -2.223 -3.109 0.011
C -0.861 -3.464 0.613
C -2.947 -2.312 1.108
Si -1.949 -1.885 -1.554
Br 1.231 1.978 -2.565
C -0.602 -2.783 -2.722
C 0.791 -2.444 -2.166
C -0.679 -4.303 -2.901
C -0.646 -2.146 -4.117
C -3.670 -1.984 -2.581
C -3.986 -3.273 -3.346
C -4.842 -1.711 -1.629
C -3.703 -0.828 -3.592
H -2.999 -5.006 0.735
H -2.515 -5.047 -0.966
H -4.020 -4.261 -0.494
H -0.998 -3.949 1.591
H -0.252 -2.572 0.773
H -0.289 -4.153 -0.011
H -3.035 -2.923 2.020
H -3.952 -2.002 0.820
H -2.384 -1.410 1.363
H 0.962 -2.871 -1.180
H 0.927 -1.361 -2.089
H 1.571 -2.835 -2.839
H -0.516 -4.834 -1.961
H 0.101 -4.644 -3.601
H -1.641 -4.627 -3.301
H -0.616 -1.054 -4.055
H -1.534 -2.433 -4.683
H 0.231 -2.467 -4.698
H -3.981 -4.154 -2.701
H -3.275 -3.451 -4.154
H -4.986 -3.207 -3.807
H -5.033 -2.540 -0.947
H -5.764 -1.545 -2.208
H -4.664 -0.815 -1.028
H -2.899 -0.877 -4.326
H -3.626 0.135 -3.085
H -4.658 -0.839 -4.141
C 4.747 -0.425 -1.197
O 3.996 0.721 -0.825
C 4.504 1.592 0.067
S 6.004 1.337 0.781
S 3.495 2.927 0.356
H 4.103 -0.968 -1.889
H 4.989 -1.038 -0.328
H 5.679 -0.136 -1.684
*
```

Results
relative energy (zero: lowest compared OMol25 entry of this formula, charge and spin) = 15.8 kJ/mol
DFT total energy = -181684.9332 eV
LUMO = 4.2 eV

=====

Repeat the third record exactly.
Computed, not measured: 15 unconnected molecules or ions with the total composition C30H50N15O3PS in a non-equilibrium geometry, with ωB97M-V/def2-TZVPD.

```
! wB97M-V def2-TZVPD RIJCOSX def2/J DEFGRID3
* xyz 0 1
C 2.295 -1.871 -0.390
P 4.096 -2.494 -0.507
C 5.104 -1.615 -1.870
O 4.910 -2.521 1.032
S 5.537 -0.992 1.462
O 4.721 0.174 0.779
O 7.158 -1.015 0.884
N 7.706 0.213 0.903
H 1.645 -2.437 -1.215
H 1.844 -2.132 0.673
H 2.188 -0.717 -0.659
H 6.139 -1.175 -1.518
H 5.363 -2.333 -2.787
H 4.481 -0.683 -2.268
H 7.138 0.907 1.436
H 7.780 0.481 -0.125
C -1.537 -2.454 1.708
C -0.925 -2.190 0.342
N -0.418 -1.970 -0.791
H -2.483 -2.991 1.595
H -0.854 -3.059 2.311
H -1.724 -1.508 2.223
C 11.495 2.221 -0.282
C 10.458 1.292 -0.892
N 9.598 0.522 -1.397
H 11.736 3.024 -0.984
H 11.106 2.661 0.641
H 12.407 1.663 -0.053
C -4.564 0.199 -0.132
C -4.318 -0.281 1.289
N -4.113 -0.678 2.468
H -3.688 0.740 -0.500
H -4.755 -0.657 -0.787
H -5.430 0.865 -0.156
C -3.674 4.187 -1.180
C -4.711 3.258 -1.790
N -5.571 2.488 -2.296
H -3.433 4.990 -1.883
H -4.063 4.627 -0.258
H -2.762 3.629 -0.951
C 10.306 3.196 4.062
C 11.177 4.020 3.127
N 11.899 4.703 2.351
H 9.349 2.975 3.582
H 10.808 2.255 4.305
H 10.122 3.751 4.986
C -5.387 7.540 -2.750
C -5.140 7.061 -1.328
N -4.936 6.663 -0.149
H -4.511 8.082 -3.117
H -5.577 6.685 -3.404
H -6.253 8.207 -2.773
C -3.680 10.217 -6.358
C -4.232 8.884 -5.879
N -4.689 7.779 -5.481
H -3.294 10.116 -7.376
H -4.471 10.973 -6.350
H -2.869 10.543 -5.700
C 3.410 -6.084 1.291
C 2.295 -5.365 2.034
N 1.370 -4.770 2.650
H 3.216 -6.061 0.215
H 4.367 -5.594 1.491
H 3.467 -7.125 1.620
C -7.496 5.265 2.808
C -6.955 4.020 2.124
N -6.506 2.987 1.557
H -7.675 5.061 3.867
H -6.775 6.082 2.720
H -8.437 5.568 2.340
C -9.684 6.003 -0.682
C -9.035 7.228 -1.305
N -8.497 8.245 -1.821
H -9.819 6.157 0.392
H -10.660 5.824 -1.142
H -9.050 5.125 -0.839
C -0.581 -8.861 1.815
C 0.290 -8.037 0.880
N 1.012 -7.353 0.105
H -1.538 -9.081 1.335
H -0.080 -9.802 2.059
H -0.765 -8.306 2.739
C -0.563 -5.278 5.366
C -1.114 -6.611 5.845
N -1.572 -7.716 6.243
H -0.177 -5.379 4.348
H -1.353 -4.523 5.374
H 0.248 -4.952 6.024
C 1.542 -11.612 -1.608
C 1.350 -11.645 -0.100
N 1.191 -11.674 1.150
H 0.572 -11.531 -2.105
H 2.157 -10.751 -1.886
H 2.038 -12.527 -1.941
C -2.534 -1.015 -3.482
C -2.291 0.485 -3.432
N -2.089 1.729 -3.391
H -1.709 -1.543 -2.997
H -3.467 -1.259 -2.965
H -2.607 -1.346 -4.522
*
```

Results
DFT total energy = -80520.3988 eV
LUMO = 0.3 eV

=====

The lowest DFT total energy belongs to which entry?
C30H50Br16F3O2PS